(w)
{
  "formula": "C2H5N3S2",
  "method": "ωB97M-V with the def2-TZVPD basis set",
  "homo_ev": [-7.8, -7.8],
  "multiplicity": 1,
  "species": ["C", "C", "N", "N", "N", "S", "S", "H", "H", "H", "H", "H"],
  "xyz": [[-1.44, -1.37, 0.21], [0.41, 0.73, -0.33], [-0.05, -1.37, 0.54], [0.72, -0.51, 0.18], [1.26, 1.65, -0.43], [2.34, -0.67, 0.57], [-2.45, 0.16, 0.59], [-1.44, -1.57, -0.90], [-1.91, -2.05, 0.93], [-0.61, 0.94, -0.37], [0.92, 2.45, -1.01], [2.25, 1.61, 0.01]],
  "nbo_charge": [-0.45, 0.32, 0.00, -0.22, -0.64, -0.18, -0.48, 0.25, 0.25, 0.27, 0.43, 0.47]
}



(x)
{
  "formula": "C2H5N3S2",
  "method": "ωB97M-V with the def2-TZVPD basis set",
  "homo_ev": -9.1,
  "smiles": "[H]/N=C(\\N)N(S)C=S",
  "multiplicity": 1,
  "species": ["C", "C", "H", "H", "H", "H", "H", "N", "N", "N", "S", "S"],
  "xyz": [[0.01, -0.40, 0.63], [-0.43, 1.21, -1.41], [-1.40, -1.80, 1.77], [-1.90, -0.59, 0.49], [1.26, -0.50, 2.42], [2.61, 0.24, -0.84], [0.24, 1.61, -2.16], [-1.11, -1.36, 0.77], [0.94, 0.10, 1.42], [0.28, 0.28, -0.68], [1.47, -0.52, -1.40], [-1.96, 1.72, -1.02]],
  "nbo_charge": [0.57, -0.04, 0.42, 0.41, 0.36, 0.12, 0.21, -0.87, -0.68, -0.64, 0.25, -0.11]
}



(y)
{
  "formula": "C2H5N3S2",
  "method": "ωB97M-V with the def2-TZVPD basis set",
  "homo_ev": -9.0,
  "multiplicity": 1,
  "species": ["C", "C", "H", "H", "H", "H", "H", "N", "N", "N", "S", "S"],
  "xyz": [[1.05, 0.27, 0.16], [-2.68, 0.14, -0.19], [2.32, -1.68, -0.57], [3.21, 0.00, -0.42], [0.33, 1.86, 1.02], [0.30, -1.55, -0.09], [-2.06, 0.77, -0.97], [2.19, -0.38, -0.49], [1.18, 1.45, 0.46], [0.02, -0.60, 0.30], [-1.55, -0.45, 0.91], [-4.30, 0.18, -0.12]],
  "nbo_charge": [0.56, -0.58, 0.37, 0.42, 0.35, 0.41, 0.22, -0.89, -0.72, -0.81, 0.59, 0.07]
}



(z)
{
  "formula": "C2H5N3S2",
  "method": "ωB97M-V with the def2-TZVPD basis set",
  "homo_ev": -8.3,
  "smiles": "C=NSC(=S)NN",
  "multiplicity": 1,
  "species": ["C", "C", "H", "H", "H", "H", "H", "N", "N", "N", "S", "S"],
  "xyz": [[0.08, 0.72, 0.46], [-0.95, -2.52, -1.48], [1.73, -0.66, -1.20], [2.77, -0.21, -0.03], [1.12, 2.18, -0.69], [-2.09, -2.76, -1.00], [-0.76, -3.06, -2.42], [2.25, 0.31, -0.82], [1.21, 1.04, -0.29], [0.00, -1.61, -1.04], [-0.83, 2.02, 1.19], [-0.53, -0.96, 0.47]],
  "nbo_charge": [-0.09, -0.06, 0.38, 0.35, 0.42, 0.19, 0.20, -0.63, -0.45, -0.61, -0.19, 0.48]
}



Among the structures shown above, (y) is the most stable, with the second-best lying 11.5 kcal/mol higher.